w) The following is a quantum chemistry calculation of C24H48O48S12 as an isolated structure, from the OMol25 dataset.

## Properties
Total charge: 0
Frontier orbital gap: 10.13 eV
LUMO energy: -0.2 eV

Atoms and positions in Å:
C -6.80385 -0.34214 -2.24615
C -6.84748 -1.78106 -2.70243
O -6.19192 -2.45632 -1.60701
S -4.89582 -1.62314 -1.13924
O -3.68368 -1.97619 -1.85071
O -4.81956 -1.77112 0.28827
O -5.56855 -0.18320 -1.56644
H -7.59769 -0.15028 -1.52058
H -6.83586 0.44966 -2.99462
H -6.34835 -2.05270 -3.63157
H -7.89056 -2.08376 -2.76009
C 2.68663 -4.00830 -0.68497
C 3.19698 -2.53576 -0.53131
O 3.60802 -2.40417 0.82201
S 2.83505 -3.41576 1.79332
O 1.67818 -2.79024 2.39556
O 3.80100 -4.07204 2.62040
O 2.26931 -4.42446 0.64039
H 3.37093 -4.75871 -1.07089
H 1.74241 -4.00062 -1.22326
H 2.44736 -1.81162 -0.84871
H 4.09147 -2.35506 -1.12447
C -3.43917 0.26138 -4.08346
C -2.29850 -0.66309 -4.53421
O -1.24363 0.20330 -4.95183
S -1.77567 1.70756 -5.19125
O -1.59589 2.17952 -6.53666
O -1.43428 2.51195 -4.05163
O -3.29597 1.24806 -5.09314
H -3.13584 0.65236 -3.10976
H -4.42906 -0.17598 -4.13782
H -2.58196 -1.36169 -5.32504
H -1.96659 -1.32749 -3.73827
C 0.97853 2.32464 5.03100
C -0.48835 2.12376 5.18657
O -1.03535 3.05360 4.25901
S 0.10101 3.72517 3.26254
O 0.56102 4.95216 3.83339
O -0.40378 3.68980 1.91394
O 1.01308 2.43998 3.58001
H 1.59654 1.43585 5.14827
H 1.42598 3.17237 5.54569
H -0.84363 2.35704 6.19246
H -0.81506 1.11106 4.94938
C -3.50502 3.26855 -1.60518
C -3.81148 3.02380 -0.11272
O -3.02044 4.01663 0.58403
S -2.10166 4.84570 -0.47103
O -0.88752 4.15532 -0.76301
O -2.09423 6.26018 -0.18943
O -3.14229 4.60942 -1.69376
H -4.35246 3.05288 -2.25499
H -2.77432 2.50261 -1.88515
H -3.54220 2.08239 0.35990
H -4.85390 3.28776 0.08004
C 5.16827 -2.00124 5.47479
C 5.36958 -0.57175 6.02986
O 4.54871 0.30648 5.25813
S 3.73976 -0.45036 4.12498
O 3.82980 0.29631 2.90201
O 2.49081 -0.93406 4.66428
O 4.77261 -1.71811 4.14572
H 4.33339 -2.60786 5.84521
H 6.00065 -2.70096 5.52694
H 6.41551 -0.28610 5.94849
H 5.13370 -0.60974 7.09310
C -0.87294 -5.92909 -5.12360
C -0.49271 -5.10372 -6.28911
O 0.71393 -4.47848 -5.86972
S 0.59907 -4.03639 -4.27312
O 0.00334 -2.74096 -4.22932
O 1.85928 -4.31328 -3.63140
O -0.50130 -5.21759 -3.97497
H -0.28855 -6.85413 -5.15236
H -1.93828 -6.12627 -5.00250
H -1.27621 -4.45066 -6.67990
H -0.22817 -5.76171 -7.11753
C 1.84969 6.73632 0.03738
C 2.26530 5.56888 0.93155
O 3.68194 5.74756 1.10089
S 4.09704 7.32669 1.04609
O 4.88036 7.58030 -0.11723
O 4.47528 7.73857 2.37279
O 2.54279 7.76522 0.79564
H 0.83856 7.12437 0.13723
H 2.16005 6.65568 -1.00357
H 2.12917 4.61351 0.42670
H 1.71348 5.63691 1.86389
C 6.27993 3.06761 -2.90011
C 6.87882 1.86305 -3.56272
O 6.03441 0.77383 -3.13745
S 5.44322 1.01772 -1.66199
O 6.28389 0.39659 -0.68231
O 4.03089 0.78495 -1.63721
O 5.71929 2.67291 -1.65881
H 5.49166 3.64955 -3.38302
H 7.08013 3.79669 -2.74111
H 7.87938 1.58735 -3.23099
H 6.77961 1.84385 -4.64566
C -4.18635 0.10915 4.51870
C -3.36454 0.44424 3.22764
O -2.17679 -0.31300 3.37217
S -2.53885 -1.78651 3.96760
O -1.45638 -2.43092 4.63641
O -3.29421 -2.55018 3.00168
O -3.66430 -1.15472 4.97163
H -5.18426 -0.12845 4.15469
H -4.03545 0.74068 5.38828
H -3.06034 1.48953 3.24068
H -3.87579 0.14449 2.31398
C -1.40208 -3.67375 0.92782
C -1.35275 -4.25354 -0.53818
O -1.63241 -5.64784 -0.45740
S -2.39475 -6.05403 0.91160
O -1.75625 -7.21742 1.50178
O -3.80202 -6.02285 0.71637
O -1.82074 -4.75771 1.73067
H -2.09838 -2.84113 0.84245
H -0.42380 -3.37675 1.29657
H -0.32393 -4.20974 -0.89612
H -2.04068 -3.79720 -1.24506
C 1.22708 0.98754 0.39540
C 0.43045 0.18757 1.42321
O -0.26844 -0.73745 0.61698
S -0.68095 -0.16892 -0.84713
O -2.07552 0.23759 -0.76678
O -0.40509 -1.20339 -1.79481
O 0.42266 1.02548 -0.76115
H 2.13569 0.44422 0.11467
H 1.53053 1.98422 0.70602
H -0.35765 0.87359 1.75771
H 0.95915 -0.18081 2.29650

x) The following is a quantum chemistry calculation of a 12-piece molecular cluster, C24H48O48S12 overall, from the OMol25 dataset.

## Properties
Total charge: 0
Frontier orbital gap: 9.41 eV
LUMO energy: -0.5 eV

Atoms and positions in Å:
O 2.04115 -5.88155 4.00757
S 0.61044 -5.98548 3.60630
O -0.25980 -7.07051 3.99399
O -0.18183 -4.53521 3.78676
C -0.31962 -3.62587 2.70847
C 0.71621 -4.26612 1.70173
O 0.52070 -5.68655 1.97758
H -1.31679 -3.59265 2.26957
H -0.07680 -2.58074 2.90043
H 1.70175 -4.05427 2.11638
H 0.67967 -4.00270 0.64467
O -3.40702 5.57051 -0.30841
S -2.99947 5.75004 -1.65446
O -2.53415 7.05804 -2.13697
O -1.91528 4.59950 -2.06855
C -2.48952 3.36726 -2.17842
C -3.85645 3.67905 -2.96990
O -4.00927 5.03801 -2.73891
H -1.85834 2.61591 -2.65297
H -2.84844 3.09843 -1.18494
H -4.65835 3.13530 -2.47048
H -3.76229 3.46436 -4.03439
O 0.13893 -3.91019 -1.76814
S 0.62415 -4.22930 -3.09896
O 0.10858 -5.43913 -3.74574
O 0.58306 -2.83706 -4.08735
C 1.79308 -2.16670 -4.25647
C 2.87214 -3.28227 -4.04370
O 2.23662 -4.21745 -3.18638
H 1.80932 -1.60011 -5.18750
H 2.07296 -1.50514 -3.43666
H 3.75188 -3.09549 -3.42787
H 3.26974 -3.71591 -4.96129
O -6.34207 3.73298 4.33505
S -5.24417 4.42241 3.66254
O -5.47457 5.74766 3.03984
O -3.83219 4.67088 4.55902
C -2.75911 3.98032 4.06008
C -3.07586 3.66385 2.58654
O -4.44164 3.46797 2.59311
H -1.85375 4.56440 4.22522
H -2.68303 3.15176 4.76421
H -2.51277 2.79890 2.23597
H -2.71875 4.52102 2.01573
O -0.26505 0.40248 2.79574
S -0.41858 0.55829 1.34589
O -1.47624 1.34461 0.73592
O 1.04351 1.00013 0.63363
C 1.33497 0.26243 -0.53491
C 0.08087 -0.56153 -0.76810
O -0.24191 -0.85944 0.53034
H 1.59328 1.02244 -1.27231
H 2.24217 -0.33467 -0.44246
H 0.28210 -1.53557 -1.21403
H -0.69905 -0.04720 -1.32962
O -3.44237 0.90797 -5.41296
S -2.68745 -0.32205 -5.08180
O -1.87593 -0.47906 -3.79389
O -3.62737 -1.58576 -5.43104
C -2.95044 -2.74376 -5.62199
C -1.72416 -2.34022 -6.41637
O -1.70331 -0.95242 -6.26367
H -2.87196 -3.20532 -4.63766
H -3.67494 -3.37167 -6.14056
H -1.87177 -2.60659 -7.46296
H -0.83784 -2.85378 -6.04385
O -0.11255 5.68305 2.31667
S 0.33351 4.98697 1.11287
O -0.27355 3.75166 0.64492
O 0.38407 6.06927 -0.09468
C 1.13346 5.63584 -1.18081
C 2.44471 5.12507 -0.47149
O 1.98244 4.85859 0.89618
H 0.66491 4.78864 -1.68162
H 1.35429 6.49786 -1.81030
H 3.16636 5.93659 -0.37789
H 3.00241 4.25892 -0.82763
O 1.58360 -0.40096 4.89744
S 2.31482 -1.65577 5.21786
O 3.14146 -2.08960 4.08268
O 3.05070 -1.64978 6.71459
C 2.66898 -2.82928 7.49705
C 1.90464 -3.75267 6.56480
O 1.28879 -2.85278 5.69699
H 3.62253 -3.27352 7.78256
H 2.05428 -2.62767 8.37432
H 1.24244 -4.35157 7.19002
H 2.53430 -4.51255 6.10197
O 1.54920 3.57984 -4.38585
S 0.55578 2.49901 -4.45821
O 0.32428 1.63690 -3.26550
O -0.92718 3.00005 -5.14041
C -1.08464 2.62301 -6.49020
C 0.24275 2.11535 -6.91894
O 0.95872 1.60424 -5.79268
H -1.90590 1.92230 -6.64069
H -1.29554 3.54901 -7.02512
H 0.80981 2.92922 -7.37077
H 0.03513 1.25114 -7.54993
O 3.48457 -4.77284 0.57214
S 4.39063 -3.78710 -0.03606
O 4.01710 -2.40784 -0.03087
O 5.90050 -3.98381 0.52880
C 6.85140 -4.43472 -0.35410
C 6.00494 -5.21697 -1.40234
O 4.88840 -4.38939 -1.55538
H 7.31958 -3.54076 -0.76608
H 7.62287 -5.08358 0.06053
H 5.69838 -6.22735 -1.13169
H 6.57844 -5.21522 -2.32928
O -5.64641 -4.36720 0.76874
S -4.18696 -4.33901 1.02189
O -3.54481 -5.48382 1.74253
O -3.47237 -3.86693 -0.37849
C -2.56325 -2.79839 -0.21659
C -3.45263 -1.92110 0.64856
O -3.80032 -2.81644 1.68375
H -1.60139 -2.83505 0.29487
H -2.40820 -2.31500 -1.18115
H -4.35621 -1.72193 0.07238
H -3.09560 -1.00549 1.12004
O -0.25000 6.29278 5.79478
S 0.67787 5.17672 5.85768
O 1.44760 5.05401 7.11215
O -0.06321 3.71642 5.69588
C 0.82752 2.66344 5.14330
C 1.93785 3.46027 4.33429
O 1.64496 4.84111 4.51452
H 1.13714 2.05100 5.99015
H 0.27625 2.01653 4.46086
H 1.78588 3.32284 3.26372
H 2.89293 3.11096 4.72659

y) The following is a quantum chemistry calculation of C24H48O48S12 as an isolated structure, from the OMol25 dataset.

## Properties
Total charge: 0
Frontier orbital gap: 11.19 eV
LUMO energy: 0.1 eV

Atoms and positions in Å:
C 1.63431 -1.95527 -5.03183
C 2.55429 -0.66829 -5.15868
O 1.71486 0.48620 -5.23997
S 0.20108 -0.02368 -5.57464
O 0.08555 -0.08201 -6.99267
O -0.68144 0.76129 -4.83414
O 0.21642 -1.51290 -4.97212
H 1.76515 -2.45279 -4.05381
H 1.85623 -2.62575 -5.86167
H 2.98325 -0.77979 -6.17557
H 3.31225 -0.45102 -4.41010
C 3.56726 -4.58894 2.16752
C 2.49576 -4.60080 1.05935
O 1.82582 -3.32696 1.20072
S 2.73089 -2.25335 1.94709
O 2.14372 -1.83306 3.16204
O 3.10365 -1.23763 1.00526
O 3.99022 -3.24477 2.28555
H 4.48286 -5.11010 1.97054
H 3.19644 -4.87821 3.15251
H 1.72773 -5.37481 1.27633
H 2.75162 -4.70240 0.02272
C -5.35695 0.07084 -1.42140
C -5.50730 -1.19448 -2.33810
O -5.08069 -2.33454 -1.58740
S -5.22354 -1.99172 -0.05387
O -4.26090 -2.74950 0.66729
O -6.57802 -2.20370 0.40951
O -4.87842 -0.48685 -0.17889
H -6.29824 0.61408 -1.33489
H -4.53154 0.64145 -1.84925
H -4.89098 -1.22566 -3.21577
H -6.56170 -1.39114 -2.64952
C -0.19966 3.66648 -5.19201
C 0.15186 3.23822 -3.78169
O 0.58462 4.46835 -3.04444
S 0.16228 5.80086 -3.95180
O 1.24541 6.31076 -4.72500
O -0.57501 6.61405 -3.07592
O -0.77259 4.97250 -4.92463
H -0.91710 3.08459 -5.76311
H 0.70040 3.72809 -5.83477
H 0.91878 2.52677 -3.65808
H -0.74866 2.88468 -3.28160
C -2.45715 -4.25633 -1.52883
C -2.04434 -5.70158 -1.27754
O -1.20982 -5.93757 -2.38222
S -0.21456 -4.68513 -2.51125
O -0.02563 -4.48947 -3.89536
O 0.86962 -4.74661 -1.63012
O -1.21332 -3.57806 -1.87487
H -2.92233 -3.74377 -0.62583
H -3.17581 -4.19037 -2.31471
H -2.90027 -6.44991 -1.28653
H -1.42166 -5.94545 -0.42050
C 0.73519 6.33484 0.84302
C -0.67965 5.83872 1.26915
O -0.44911 4.56774 2.02004
S 0.90949 4.70470 2.78651
O 1.71156 3.60927 2.42530
O 0.73387 5.15306 4.14729
O 1.52932 5.98549 1.94945
H 0.58168 7.42666 0.66255
H 1.01651 5.87766 -0.11256
H -1.33805 5.58109 0.43338
H -1.17416 6.46513 2.00334
C -1.63859 -3.59359 3.78843
C -1.53767 -3.01947 2.41777
O -1.03099 -4.02361 1.53154
S -1.42161 -5.49692 2.14982
O -0.29307 -6.33642 1.88424
O -2.69949 -5.81849 1.60632
O -1.51450 -5.06302 3.61763
H -2.71366 -3.39702 4.17156
H -0.86471 -3.30982 4.48953
H -0.82930 -2.17521 2.40384
H -2.52317 -2.61078 2.12848
C 3.53892 2.15521 0.56093
C 2.43820 2.92150 -0.24278
O 2.66736 2.60794 -1.66247
S 4.27797 2.47264 -1.79386
O 4.82012 3.65918 -2.30279
O 4.53015 1.28859 -2.50885
O 4.65970 2.32092 -0.29417
H 3.15759 1.17542 0.76915
H 3.58575 2.68449 1.50711
H 2.41580 4.04607 -0.09974
H 1.45099 2.51328 0.00494
C -4.28708 2.37963 2.62518
C -2.74624 2.25381 2.93994
O -2.41846 3.17974 4.04511
S -3.70259 4.00326 4.42449
O -3.38887 5.40677 4.42389
O -4.31271 3.37446 5.51146
O -4.53832 3.70226 3.18438
H -4.95917 1.66064 3.13577
H -4.56846 2.42562 1.60209
H -2.10058 2.62329 2.14738
H -2.32439 1.24776 3.26738
C -0.49439 2.08139 6.12229
C -1.73337 1.89365 6.97789
O -2.47718 0.77677 6.43540
S -1.41949 -0.16158 5.77034
O -2.04441 -0.90551 4.71978
O -0.71132 -0.88399 6.76253
O -0.56466 0.98323 5.15313
H 0.41657 2.05734 6.69953
H -0.48173 2.96618 5.49618
H -2.39483 2.75968 6.98026
H -1.37700 1.63548 7.92713
C 6.24526 -1.31779 -2.08492
C 5.55028 -1.27846 -0.70670
O 4.95205 -2.58760 -0.56747
S 4.35742 -2.92696 -1.97093
O 3.20019 -2.14177 -2.08253
O 4.32066 -4.36673 -2.02115
O 5.40248 -2.29265 -2.87166
H 7.30745 -1.59701 -2.11316
H 6.17992 -0.34978 -2.60932
H 4.79886 -0.46914 -0.69654
H 6.31490 -1.09784 0.01807
C 0.70584 -0.20865 -1.71759
C 0.26913 -0.85977 -0.41471
O -1.15364 -0.59204 -0.46640
S -1.43514 0.78426 -1.07937
O -1.54194 1.70017 -0.02874
O -2.40595 0.63700 -2.09023
O -0.02684 1.06538 -1.69573
H 0.40520 -0.77486 -2.58699
H 1.79214 0.03903 -1.74147
H 0.66968 -0.29610 0.45578
H 0.34363 -1.93860 -0.24523

Stability order, top to bottom: y), w), x)